No. 1
# C3H5F2N2

An isolated ion of composition C3H5F2N2 and charge +1 at a distorted geometry (wB97M-V/def2-TZVPD, the Open Molecules 2025 dataset).

Structure (ORCA input):
```
! RIJCOSX wB97M-V def2-TZVPD def2/J DEFGRID3
* xyz 1 1
C 2.33 -0.36 0.15
C 0.05 -0.60 -0.87
C -1.04 -0.15 0.10
N 1.30 -0.49 -0.32
N -0.91 1.28 0.33
F 0.12 1.45 1.28
F -2.02 1.71 0.99
H 3.28 -0.20 0.62
H -0.11 -1.65 -1.15
H 0.03 0.02 -1.78
H -2.01 -0.28 -0.39
H -1.02 -0.72 1.04
*
```

Output
Structure (SMILES): C#[N+]CCN(F)F
Energy relative to the best compared isomer or geometry (same formula, charge and spin), kJ/mol: 489.1
E_LUMO, eV: -4.9



No. 2
# C3H5F3

C3H5F3 as an isolated structure at a distorted geometry (wB97M-V/def2-TZVPD, the Open Molecules 2025 dataset).

Structure (ORCA input):
```
! RIJCOSX wB97M-V def2-TZVPD def2/J DEFGRID3
* xyz 0 1
C 1.13 0.40 -0.02
C 0.16 -0.63 -0.14
C -1.21 -0.07 0.32
H 1.03 1.42 0.88
H 0.90 0.97 -1.06
H -0.04 -0.82 -1.20
H 0.28 -1.64 0.43
H -1.19 0.06 1.34
F 2.29 -0.27 -0.10
F -1.07 1.18 -0.23
F -2.28 -0.60 -0.22
*
```

Output
Energy relative to the best compared isomer or geometry (same formula, charge and spin), kJ/mol: 267.7
E_LUMO, eV: 1.1



No. 3
# C3H5F3O2S

A 2-piece molecular cluster, C3H5F3O2S overall at a distorted geometry (wB97M-V/def2-TZVPD, the Open Molecules 2025 dataset).

Structure (ORCA input):
```
! RIJCOSX wB97M-V def2-TZVPD def2/J DEFGRID3
* xyz 0 1
C 0.64 -0.83 -0.20
C -0.27 -0.15 0.49
C 3.87 -0.64 -0.40
O 2.49 1.26 0.95
O -0.96 0.92 0.07
F 3.61 -1.55 -1.36
F 5.17 -0.37 -0.42
F 3.68 -1.24 0.81
S 2.85 0.91 -0.59
H 1.51 0.88 1.09
H 0.80 -0.74 -1.35
H 1.26 -1.63 0.16
H -0.64 -0.29 1.53
H -0.56 1.33 -0.80
*
```

Output
Structure (SMILES): OSC(F)(F)F.C=CO
Energy relative to the best compared isomer or geometry (same formula, charge and spin), kJ/mol: 117.8
E_LUMO, eV: 0.3



No. 4
# C3H5F3O2S

A 2-piece molecular cluster, C3H5F3O2S overall at a distorted geometry (wB97M-V/def2-TZVPD, the Open Molecules 2025 dataset).

Structure (ORCA input):
```
! RIJCOSX wB97M-V def2-TZVPD def2/J DEFGRID3
* xyz 0 3
C 0.16 0.58 -1.39
C 1.24 -0.19 -0.60
C 2.29 0.72 0.10
O -0.21 -0.71 1.70
O 2.62 -2.18 0.04
F 1.82 1.97 0.00
F 2.50 0.49 1.49
F 3.48 0.76 -0.37
S 1.31 -1.76 -0.39
H -0.60 0.90 -0.64
H 0.52 1.52 -1.80
H -0.32 -0.05 -2.14
H -0.90 -0.28 2.16
H 0.06 -1.28 2.42
*
```

Output
Energy relative to the best compared isomer or geometry (same formula, charge and spin), kJ/mol: 0.0
E_LUMO (spin up / spin down), eV: 0.5 / -2.4
⟨S²⟩: 2.008



No. 5
# C3H5FN2

One molecule with the formula C3H5FN2 at a distorted geometry (wB97M-V/def2-TZVPD, the Open Molecules 2025 dataset).

Structure (ORCA input):
```
! RIJCOSX wB97M-V def2-TZVPD def2/J DEFGRID3
* xyz 0 1
C -0.66 -0.26 0.58
C 0.13 0.95 0.26
C 1.02 1.10 -0.67
H -1.23 -2.01 0.20
H 0.38 -1.60 -0.73
H -1.34 0.62 2.12
H -0.13 1.73 0.91
H 1.92 1.85 -0.80
N -0.43 -1.36 -0.14
N -1.42 -0.24 1.65
F 1.15 -0.02 -1.48
*
```

Output
Structure (SMILES): [H]/N=C(N)\C=C/F
Energy relative to the best compared isomer or geometry (same formula, charge and spin), kJ/mol: 109.2
E_LUMO, eV: 0.9



No. 6
# C3H5FN2O2

A 2-piece molecular cluster, C3H5FN2O2 overall at a distorted geometry (wB97M-V/def2-TZVPD, the Open Molecules 2025 dataset).

Structure (ORCA input):
```
! RIJCOSX wB97M-V def2-TZVPD def2/J DEFGRID3
* xyz 0 1
C 0.58 0.19 0.55
C 1.62 -0.34 -0.20
C -0.81 0.04 0.08
N 2.77 0.02 0.27
N 3.95 -0.52 0.02
O 3.90 -1.76 -0.09
O 4.94 0.14 0.07
F 3.19 2.22 -0.16
H 0.98 0.69 1.31
H 1.60 -0.90 -1.04
H -1.46 0.88 0.16
H -1.02 -0.32 -1.00
H -1.43 -0.59 0.69
*
```

Output
Energy relative to the best compared isomer or geometry (same formula, charge and spin), kJ/mol: 866.0
E_LUMO (spin up / spin down), eV: -2.6 / -2.9